A gas-phase ion, C6H15N (charge +1) in a non-equilibrium geometry. Source: OMol25; level of theory: ωB97M-V/def2-TZVPD.

Geometry as XYZ:
```
22
Properties=species:S:1:pos:R:3:forces:R:3
C 2.1277 -0.3877 -0.5477 -1.0 -0.1 -2.1
C 0.6703 -1.0957 -0.4204 0.1 0.0 2.3
C -0.4989 -0.1580 -0.1029 0.6 0.6 0.6
C -0.7064 0.9962 -1.1374 -0.1 -2.2 0.4
C -0.3301 0.4743 1.3043 0.3 1.1 0.1
C -1.6211 1.1208 1.8522 0.3 -0.2 0.5
N 0.3892 -2.1396 -1.2789 1.0 1.7 -1.6
H 2.1131 0.0793 -1.5411 -0.2 0.3 0.2
H 2.0784 0.3663 0.2264 0.8 -0.2 0.3
H 2.9194 -1.1193 -0.6656 0.2 0.0 1.0
H 0.9686 -1.4625 0.6179 -0.1 -0.5 -0.6
H -1.3729 -0.8008 0.0538 -0.2 0.1 -0.7
H -0.8808 0.5398 -2.1108 -0.3 0.3 -0.3
H -1.6119 1.4473 -0.7661 0.0 0.8 -0.5
H 0.1684 1.6339 -1.2274 -0.2 0.3 0.3
H 0.0625 -0.2173 2.0531 -0.3 -0.4 -0.1
H 0.4366 1.2600 1.3001 0.0 0.0 -0.4
H -1.4093 1.7596 2.7095 0.3 -0.3 0.2
H -2.2870 0.3316 2.2002 -0.3 0.2 -0.1
H -2.1420 1.8325 1.2163 0.0 -0.4 -0.6
H -0.2312 -1.7977 -2.0187 -0.6 -0.8 0.2
H 1.1574 -2.6631 -1.7166 -0.2 -0.2 0.7
```
Forces are in eV/Å.

Energy relative to the best compared isomer or geometry (same formula, charge and spin)   31.0 kcal/mol
Gap between HOMO and LUMO (spin up / spin down)   12.18 / 7.08 eV
2S+1   2
Net charge   +1
LUMO energy (spin up / spin down)   -3.1 / -8.3 eV
HOMO energy (spin up / spin down)   -15.3113 / -15.3290 eV

=====

8 unconnected molecules or ions with the total composition C32H85ClN7O13 in a non-equilibrium geometry. Source: OMol25; level of theory: ωB97M-V/def2-TZVPD.

Geometry as XYZ:
```
138
Properties=species:S:1:pos:R:3:forces:R:3
Cl 1.3505 -0.1744 -0.4830 -0.9 -3.8 -2.5
O 0.0865 -0.7743 -0.9003 -0.3 0.9 0.1
O 1.9587 0.4476 -1.6455 0.2 0.6 0.6
O 1.1046 0.7455 0.5673 0.5 0.9 1.0
O 2.1563 -1.3400 -0.1067 0.5 1.4 0.8
C 1.9875 1.1447 12.5930 -1.3 0.0 -0.6
O 1.5116 0.9694 11.2747 -1.3 1.0 -0.6
C 0.0559 1.1845 11.1553 0.9 -1.3 0.4
C -0.3130 0.7113 9.7792 0.7 0.5 0.3
N 0.0599 1.7663 8.8570 -1.0 -0.5 -1.7
C 0.2576 1.2794 7.4686 -0.4 0.4 -0.9
C -0.9399 0.4673 6.8047 0.1 2.7 2.8
O -0.9028 -0.8573 7.1411 0.8 -2.2 -1.7
C -0.2226 -1.5702 6.0993 0.5 -1.0 0.3
H 1.2971 0.5464 13.1876 0.7 -0.6 0.8
H 1.7970 2.1546 12.9564 0.5 0.4 -0.1
H 3.0434 0.8758 12.5641 -0.2 -0.1 0.5
H -0.2851 2.2000 11.3572 0.4 0.3 0.0
H -0.4401 0.5219 11.8645 0.0 -0.1 0.4
H -1.3613 0.4216 9.7069 -0.1 0.4 -0.1
H 0.2432 -0.2183 9.6581 0.2 -0.2 -0.3
H 0.9131 2.2325 9.1306 0.1 -0.2 0.3
H 1.2109 0.7528 7.4236 -0.1 -0.7 -0.2
H 0.4126 2.1324 6.8078 0.0 0.4 0.2
H -1.1239 0.7453 5.7669 0.6 -0.5 -0.3
H -1.8354 0.8083 7.3242 -0.2 0.6 0.0
H -0.3223 -2.6493 6.2166 -0.9 0.0 0.1
H 0.8662 -1.5218 6.1196 0.3 0.9 0.3
H -0.5275 -1.2614 5.0994 -0.3 0.0 0.1
C -6.6869 -0.6273 3.1526 0.7 -1.0 0.4
O -7.6961 -1.3977 3.8793 0.5 1.5 -2.7
C -7.3209 -1.8170 5.1357 -0.7 -0.7 0.6
C -8.4097 -2.7895 5.6385 0.2 -0.8 0.8
N -9.4948 -2.1715 6.4267 1.2 -0.1 0.3
C -9.1665 -2.1535 7.8827 0.1 0.4 -0.7
C -10.0668 -1.2149 8.5946 0.6 1.6 -0.7
O -9.8829 0.1178 7.9848 -1.3 -1.5 0.3
C -10.6688 1.0738 8.6694 0.8 0.4 0.1
H -6.2073 0.2119 3.6564 -0.9 0.5 0.6
H -6.9831 -0.3188 2.1500 -0.7 -0.1 0.4
H -5.7842 -1.2185 2.9984 -0.1 -0.8 -0.1
H -7.3036 -0.9207 5.7557 0.5 -0.1 0.7
H -6.3829 -2.3722 5.1240 0.4 0.3 0.0
H -7.9512 -3.5138 6.3117 0.3 -0.3 -0.3
H -8.8434 -3.3242 4.7935 0.2 0.0 -0.1
H -9.3398 -1.2478 6.0488 -1.2 0.9 0.8
H -8.1490 -1.8602 8.1412 0.5 0.1 -0.5
H -9.3028 -3.0983 8.4087 -0.1 -0.5 -0.7
H -9.7266 -1.1468 9.6279 -0.3 0.0 0.3
H -11.0779 -1.6125 8.5059 -0.4 0.6 0.1
H -11.7137 0.8121 8.8356 0.0 -0.5 0.0
H -10.6892 2.0175 8.1243 0.3 -0.1 -0.2
H -10.1349 1.2385 9.6053 -0.5 0.3 0.5
C 0.6437 1.1537 -12.9599 0.7 -1.5 1.0
C -0.2328 1.0813 -11.6668 0.4 2.1 0.2
C 0.4080 1.9191 -10.4844 -0.7 1.6 -2.9
O -0.2976 1.8333 -9.3209 0.1 -1.7 2.2
C 0.3319 2.5570 -8.2655 -1.1 0.4 0.1
N -1.5333 1.5710 -12.1832 0.5 0.2 0.4
H 1.6955 0.9747 -12.7368 0.2 -0.1 0.1
H 0.6013 2.0637 -13.5584 -0.5 0.1 0.6
H 0.3613 0.3199 -13.6028 -0.1 0.1 -0.2
H -0.4183 0.1220 -11.1837 0.7 -0.6 -0.5
H 0.3358 2.9867 -10.6925 0.1 0.6 -1.1
H 1.4915 1.8036 -10.4566 0.2 -1.0 0.5
H 0.0201 3.5940 -8.3901 0.5 0.4 -0.1
H 1.4151 2.4541 -8.2010 0.0 -0.1 -0.3
H -0.0955 2.2850 -7.3004 0.0 -0.5 -0.2
H -2.1276 2.0048 -11.4913 -0.2 -0.5 0.2
H -1.9345 0.7439 -12.6015 -0.8 0.3 0.1
C -4.1806 3.3754 -3.3829 1.6 1.2 1.1
C -3.5712 4.6548 -2.6719 -1.6 -0.4 -1.3
C -4.5136 5.9269 -2.8398 1.3 -2.8 0.5
O -3.8615 7.0743 -2.2982 -1.9 1.2 -2.8
C -4.4850 8.2531 -2.9365 0.9 0.9 1.4
N -3.3951 4.4513 -1.2542 0.6 0.4 0.4
H -4.9075 2.9376 -2.6987 -0.6 0.0 -0.7
H -3.3541 2.6693 -3.4624 0.0 -0.2 0.2
H -4.3981 3.6026 -4.4265 -0.9 -0.1 0.2
H -2.6182 4.8142 -3.1764 0.1 0.5 -0.2
H -5.4152 5.6413 -2.2978 -0.2 0.4 0.4
H -4.7938 5.9165 -3.8931 0.3 0.9 -0.3
H -3.8281 9.0982 -2.7307 0.1 -0.1 0.4
H -5.4557 8.5296 -2.5251 -0.1 -0.5 0.5
H -4.6513 8.3736 -4.0070 0.5 -1.4 -0.4
H -2.9318 3.5900 -1.0019 -0.1 -0.5 -0.4
H -2.6683 5.1274 -1.0674 -0.1 0.4 0.9
C 1.2285 -3.7588 -6.4580 0.0 -1.6 -0.4
C 2.0733 -4.8322 -5.7200 -1.8 1.1 3.0
C 2.6830 -5.9067 -6.5703 1.4 0.9 0.8
O 3.4715 -6.8031 -5.7377 -1.6 -0.3 -1.3
C 2.9280 -8.1100 -5.6669 0.5 -0.7 0.4
N 3.1047 -4.2200 -4.8227 0.3 0.1 -2.1
H 0.6853 -4.3886 -7.1626 -0.6 0.4 -0.4
H 1.7546 -2.9944 -7.0298 0.3 -0.1 0.1
H 0.5093 -3.3009 -5.7789 0.2 0.1 0.0
H 1.3652 -5.2361 -4.9965 -0.3 -0.7 -0.2
H 3.3831 -5.3118 -7.1568 0.5 -0.5 -0.6
H 1.9559 -6.3446 -7.2542 0.1 -0.5 0.2
H 2.8863 -8.6702 -6.6011 0.3 0.3 -0.6
H 1.9290 -8.2448 -5.2524 -0.3 0.8 0.3
H 3.5862 -8.6914 -5.0212 0.1 0.1 0.1
H 2.7437 -3.4980 -4.2157 -0.8 -0.3 0.5
H 3.4092 -3.6161 -5.5728 1.7 0.6 0.2
C 7.8228 -3.0120 2.4344 0.7 -1.2 -0.2
C 7.3547 -4.3679 1.8540 -0.3 0.6 -0.4
C 6.5256 -5.0902 2.9248 0.7 -0.7 -0.9
O 5.9370 -6.2803 2.4083 0.5 -0.5 0.7
C 5.3581 -7.0327 3.4923 -0.3 0.9 -0.5
N 6.6732 -4.0734 0.5376 0.7 -0.4 1.7
H 8.6291 -3.1601 3.1528 -0.6 0.0 0.9
H 6.9036 -2.5399 2.7812 0.5 0.6 0.3
H 8.3909 -2.4370 1.7031 -0.7 0.2 -0.4
H 8.2029 -5.0396 1.7218 0.1 0.1 -0.6
H 5.8194 -4.4650 3.4711 -0.4 0.2 -0.2
H 7.3069 -5.3866 3.6246 0.0 0.0 0.6
H 5.1387 -8.0756 3.2637 -0.1 0.3 -0.8
H 4.4613 -6.4442 3.6859 -0.4 -0.6 0.8
H 5.9853 -7.1116 4.3803 0.3 0.5 0.1
H 7.3625 -3.4571 0.1313 0.3 -0.1 -0.8
H 6.0214 -3.3638 0.8404 -1.0 0.1 -0.3
C 6.1314 4.5306 -6.8156 0.5 -1.0 0.1
C 6.9820 4.2348 -5.5396 -1.4 1.4 -1.2
C 6.1862 3.7366 -4.3473 0.1 0.3 0.7
O 7.0521 4.0457 -3.2473 -0.7 -0.7 1.8
C 6.3984 4.0566 -1.9253 -0.2 0.8 -1.2
N 8.0029 3.2629 -5.8942 -0.1 0.2 0.4
H 5.1736 5.0398 -6.7090 0.2 0.1 0.4
H 5.9515 3.5431 -7.2407 -0.5 -0.1 -0.1
H 6.7140 5.0120 -7.6011 0.2 0.3 0.3
H 7.4554 5.1620 -5.2166 0.1 0.0 0.0
H 5.9948 2.6667 -4.4298 0.2 -0.4 0.1
H 5.1829 4.1397 -4.2094 0.0 0.7 0.0
H 5.6828 4.8774 -1.9730 -0.3 0.0 0.1
H 7.0859 4.3216 -1.1220 0.5 -0.2 -0.5
H 5.8447 3.1665 -1.6266 0.2 -0.4 -0.5
H 7.4382 2.4291 -5.9716 0.2 -0.7 -0.5
H 8.4415 3.1279 -4.9944 0.8 -0.3 0.1
```
Forces are in eV/Å.

Energy relative to the best compared isomer or geometry (same formula, charge and spin)   21.4 kcal/mol
Gap between HOMO and LUMO   7.72 eV
Net charge   -1
LUMO energy   2.1 eV
HOMO energy   -5.6575 eV

=====

A molecular structure, C12H14BBaF5N6 in a non-equilibrium geometry. Source: OMol25; level of theory: ωB97M-V/def2-TZVPD.

Geometry as XYZ:
```
39
Properties=species:S:1:pos:R:3:forces:R:3
C -2.6357 -0.7534 1.1745 0.1 -0.9 -1.4
N -1.5528 -0.6400 0.3691 -0.5 -0.8 0.1
N -1.6902 -1.6055 -0.6233 0.1 0.8 0.6
C -2.8662 -2.2455 -0.4814 0.2 0.6 0.9
C -3.4973 -1.7441 0.6622 0.4 0.0 -0.3
B -0.5482 -1.9087 -1.6329 -1.0 0.6 -0.5
N -0.2344 -0.6608 -2.5054 0.2 0.8 0.5
N 0.2360 0.5156 -1.9366 0.3 -0.1 -0.8
C 0.5467 1.3462 -2.9620 -0.7 -1.5 -0.3
C 0.2168 0.7243 -4.1838 -0.1 -0.3 0.4
C -0.2865 -0.5369 -3.8461 0.6 0.8 0.5
Ba 0.0299 1.4467 0.5251 -0.6 -2.3 -0.4
N 0.7323 -2.2540 -0.8074 1.3 -2.1 -0.1
N 1.2309 -1.3064 0.0719 2.3 -0.1 1.7
C 2.3163 -1.8427 0.6535 -1.6 1.2 -0.6
C 2.5212 -3.1457 0.1461 1.3 0.0 1.0
C 1.4931 -3.3631 -0.7708 -2.8 1.4 -1.5
H 2.9012 -1.2992 1.3944 -0.2 -0.2 -0.3
H 1.2486 -4.2182 -1.3957 0.1 0.2 0.2
H 3.3106 -3.8280 0.4130 0.0 -0.1 0.0
H -0.8389 -2.8485 -2.3286 0.1 0.2 0.2
H -0.6761 -1.3459 -4.4471 0.1 0.1 -0.1
H -3.1579 -2.9998 -1.1994 0.0 0.0 0.2
H 0.3289 1.1189 -5.1749 0.0 0.1 -0.1
H -4.4420 -2.0631 1.0611 -0.1 0.0 0.0
H 0.9994 2.3226 -2.8001 -0.2 -0.2 0.0
H -2.7583 -0.1640 2.0802 0.1 0.0 -0.3
H 2.0518 3.0461 -0.0340 -0.2 0.2 0.0
C 1.3883 3.9176 0.0880 0.1 0.8 -0.3
H 1.5586 4.5770 -0.7749 0.0 -0.1 0.4
H 0.3051 3.6923 0.0969 0.8 0.9 -0.2
H 1.6461 4.4320 1.0230 -0.1 -0.1 -0.3
F -0.2619 3.6874 3.4609 0.7 -2.2 -0.9
C 0.3344 2.4646 3.2917 1.8 3.7 2.6
F 1.6726 2.6252 3.5517 -2.0 -0.6 -1.1
C -0.2603 1.4571 4.2381 -1.3 -1.8 2.1
F -0.0856 1.8249 5.5267 -0.1 -0.3 -1.7
F -1.6043 1.3400 4.0142 1.6 0.1 -0.1
F 0.3275 0.2351 4.0620 -0.6 1.3 -0.2
```
Forces are in eV/Å.

Energy relative to the best compared isomer or geometry (same formula, charge and spin)   0.0 kcal/mol
Gap between HOMO and LUMO (spin up / spin down)   4.40 / 5.75 eV
Net charge   +2
LUMO energy (spin up / spin down)   -10.6 / -9.3 eV
HOMO energy (spin up / spin down)   -14.9623 / -15.0120 eV

=====

A molecular structure, C9H13N4OS in a non-equilibrium geometry. Source: OMol25; level of theory: ωB97M-V/def2-TZVPD.

Geometry as XYZ:
```
28
Properties=species:S:1:pos:R:3:forces:R:3
C -3.9402 -0.9860 1.7809 0.3 -0.9 0.7
C -4.4523 -0.2320 0.7186 0.1 0.0 0.1
C -2.6777 -1.6239 1.6646 -0.2 1.1 1.1
C -3.6429 -0.0641 -0.4044 -1.2 0.8 -1.2
C -1.8323 -1.3104 0.6156 -3.4 0.1 0.0
C -2.3790 -0.5913 -0.4972 1.4 0.0 0.5
C 1.7238 0.0270 -1.1621 2.9 1.3 -0.9
C 3.6126 1.2676 -2.2325 -3.3 1.6 -2.2
C 0.6900 0.4555 1.0619 0.6 0.5 0.4
N -0.6142 -1.9480 0.4963 1.8 0.4 -1.3
N 2.6597 0.9989 -1.1571 -1.0 -3.2 -1.5
N 0.9727 -0.2663 -0.1322 -1.5 -1.7 0.7
N 0.1513 -1.3658 -0.4430 0.3 0.6 -2.7
O 1.6644 -0.7131 -2.2113 -0.4 -0.6 -0.5
S -1.3566 -0.3121 -1.8925 0.9 -1.1 1.7
H -4.4321 -1.1682 2.7652 -0.1 0.3 -1.2
H -5.4534 0.2440 0.6710 0.8 -0.5 0.5
H -2.2867 -2.2373 2.5041 -0.4 0.5 -0.7
H -4.0265 0.5285 -1.2816 0.3 -0.7 1.1
H 3.3976 0.6281 -3.1332 0.2 0.7 1.1
H 3.3733 2.3586 -2.5078 0.9 -1.6 0.1
H 4.5805 1.1393 -1.9007 2.0 -0.2 0.7
H 0.1456 -0.2718 1.6015 -0.3 -0.5 1.3
H 1.5887 0.7528 1.6419 -0.6 0.0 -0.6
H -0.0242 1.2183 0.8290 -0.1 1.0 0.1
H -0.6751 -2.9016 0.1589 -0.3 -0.3 0.4
H 2.5113 1.6941 -0.5309 -0.2 2.4 2.4
H 0.9288 -1.3575 -2.0320 0.4 -0.2 -0.2
```
Forces are in eV/Å.

Energy relative to the best compared isomer or geometry (same formula, charge and spin)   79.7 kcal/mol
Gap between HOMO and LUMO   6.62 eV
Net charge   +1
LUMO energy   -5.1 eV
HOMO energy   -11.6889 eV

=====

A molecular structure, C54H48BBiN8P. Source: OMol25; level of theory: ωB97M-V/def2-TZVPD.

Geometry as XYZ:
```
113
Properties=species:S:1:pos:R:3:forces:R:3
Bi -0.5469 0.2296 -0.2319 -0.3 -0.3 -0.8
C 5.0602 2.0759 2.1097 -0.1 -0.1 0.0
C 4.3424 1.2856 1.0654 0.1 0.1 -0.2
C 4.8385 0.8123 -0.1285 0.0 -0.1 0.0
C 3.7516 0.1455 -0.7330 0.1 0.3 0.3
N 2.6775 0.2396 0.0401 -0.2 -0.2 -0.3
N 3.0346 0.9271 1.1325 0.2 0.1 0.2
B 2.0908 1.2165 2.3159 -0.2 0.0 -0.3
N 1.1658 2.4369 2.0489 0.1 0.1 0.1
N 0.4345 2.6004 0.9263 -0.1 0.2 -0.2
C -0.3048 3.6943 1.1008 0.4 -0.2 0.5
C -0.0388 4.2508 2.3651 -0.1 0.1 -0.1
C 0.9084 3.4303 2.9302 0.0 0.1 0.0
C 1.5997 3.6141 4.2425 0.0 -0.1 -0.1
C -1.2256 4.2616 0.1136 -0.1 0.0 -0.2
C -2.3574 4.9431 0.5668 0.0 0.0 0.0
C -3.2134 5.5728 -0.3192 -0.1 0.0 0.0
C -2.9471 5.5422 -1.6796 0.0 0.0 0.0
C -1.8292 4.8647 -2.1395 0.0 -0.1 -0.1
C -0.9782 4.2150 -1.2572 0.0 0.0 0.1
N 1.2753 -0.0434 2.7271 0.2 0.0 0.4
N 0.6568 -0.8786 1.8703 -0.1 -0.2 -0.2
C 0.1202 -1.8666 2.5783 0.2 0.2 0.4
C 0.4070 -1.6714 3.9403 0.0 0.0 -0.1
C 1.1406 -0.5072 3.9954 -0.1 -0.2 0.0
C 1.6877 0.1254 5.2338 0.0 0.1 -0.1
C -0.6057 -2.9909 1.9769 -0.1 -0.2 -0.2
C -0.6877 -3.1711 0.5956 0.0 0.1 0.2
C -1.3621 -4.2538 0.0581 0.0 -0.1 -0.1
C -1.9614 -5.1916 0.8848 0.0 0.0 0.1
C -1.8867 -5.0277 2.2613 0.0 0.0 0.0
C -1.2200 -3.9398 2.7974 0.0 0.1 0.0
C 3.7185 -0.5945 -1.9970 -0.1 -0.1 -0.2
C 2.6958 -1.5121 -2.2506 0.0 0.1 0.1
C 2.6598 -2.2172 -3.4410 -0.1 0.0 0.0
C 3.6506 -2.0319 -4.3956 0.0 0.0 0.0
C 4.6749 -1.1275 -4.1521 0.0 0.0 0.0
C 4.7063 -0.4128 -2.9646 0.0 0.0 0.0
H 6.0890 2.2373 1.7914 0.0 0.0 0.0
H 5.0747 1.5546 3.0682 0.0 0.0 0.0
H 4.5856 3.0466 2.2644 0.0 0.0 0.0
H 5.8515 0.9003 -0.4851 0.0 0.0 0.0
H 2.7809 1.5144 3.2415 0.0 0.0 0.1
H -0.4517 5.1524 2.7865 0.0 0.0 0.0
H 1.3619 4.6015 4.6345 0.0 0.0 0.0
H 2.6811 3.5306 4.1306 0.0 0.0 0.1
H 1.2801 2.8689 4.9712 0.1 0.1 0.0
H -2.5695 4.9648 1.6285 0.0 0.0 0.0
H -4.0926 6.0868 0.0505 0.0 0.0 0.0
H -3.6124 6.0351 -2.3776 0.0 0.0 0.0
H -1.6148 4.8463 -3.1965 0.0 -0.1 -0.2
H -0.0998 3.6940 -1.6227 0.0 0.0 0.0
H 0.1318 -2.2825 4.7826 0.0 0.0 0.0
H 1.7999 -0.6375 6.0029 0.0 0.0 0.0
H 1.0052 0.8879 5.6144 0.0 0.0 0.0
H 2.6542 0.5922 5.0586 0.0 0.0 0.0
H -0.2237 -2.4539 -0.0679 0.1 -0.2 -0.1
H -1.4195 -4.3682 -1.0172 0.0 0.1 0.0
H -2.4859 -6.0406 0.4649 0.0 0.0 0.0
H -2.3523 -5.7498 2.9209 0.0 0.0 0.0
H -1.1846 -3.8237 3.8721 0.0 0.0 0.0
H 1.9347 -1.6575 -1.4943 0.0 0.0 0.0
H 1.8525 -2.9156 -3.6265 0.0 0.0 0.0
H 3.6263 -2.5901 -5.3230 0.0 0.0 0.0
H 5.4500 -0.9756 -4.8936 0.0 0.0 0.0
H 5.4983 0.3063 -2.7933 0.0 0.0 0.0
N -1.5845 -0.9297 -1.9413 0.5 0.4 0.5
P -2.1216 -0.2840 -3.2249 -0.6 0.0 -0.7
C -1.2123 1.1317 -3.9899 0.1 -0.2 0.3
C 0.1330 1.2429 -3.6514 0.0 0.0 0.0
C 0.9315 2.2343 -4.2014 0.0 0.0 0.0
C 0.3863 3.1148 -5.1247 0.0 0.0 0.0
C -0.9542 3.0102 -5.4724 -0.1 0.1 -0.1
C -1.7561 2.0356 -4.8963 -0.1 0.0 0.1
C -3.8582 0.3241 -3.1355 0.2 -0.1 0.3
C -4.9068 -0.0700 -3.9608 0.1 0.0 -0.1
C -6.2099 0.3052 -3.6612 -0.1 0.0 0.0
C -6.4810 1.0401 -2.5173 0.0 0.0 0.0
C -5.4457 1.4160 -1.6733 0.0 0.1 0.0
C -4.1436 1.0709 -1.9902 0.0 0.0 -0.2
C -2.1443 -1.4475 -4.6527 0.1 0.0 0.1
C -1.7737 -2.7609 -4.3889 0.0 0.0 0.1
C -1.7204 -3.6972 -5.4118 0.0 -0.1 0.0
C -2.0372 -3.3247 -6.7100 0.0 0.0 0.0
C -2.4030 -2.0132 -6.9818 0.0 0.0 -0.1
C -2.4543 -1.0777 -5.9594 0.1 -0.1 0.0
H 0.5477 0.5392 -2.9440 0.1 -0.1 0.0
H 1.9707 2.3133 -3.9060 0.0 0.0 0.0
H 1.0025 3.8871 -5.5685 0.0 0.0 0.0
H -1.3770 3.6990 -6.1949 0.0 0.0 0.0
H -2.8138 1.9906 -5.1327 0.0 0.0 0.0
H -4.7102 -0.6836 -4.8316 -0.1 0.0 0.0
H -7.0205 -0.0043 -4.3107 0.0 0.0 0.0
H -7.5031 1.3006 -2.2700 0.0 0.0 0.0
H -5.6488 1.9522 -0.7550 0.0 0.0 0.0
H -3.3387 1.3402 -1.3193 0.0 0.0 0.1
H -1.5261 -3.0168 -3.3643 0.0 0.0 0.0
H -1.4287 -4.7194 -5.2025 0.0 0.0 0.0
H -1.9909 -4.0502 -7.5130 0.0 0.0 0.0
H -2.6428 -1.7169 -7.9961 0.0 0.0 0.0
H -2.7291 -0.0557 -6.1834 0.0 0.0 0.0
N -2.0109 0.5571 1.0057 0.0 0.5 0.5
C -3.3214 0.4311 1.2890 -0.4 -0.3 -0.1
C -4.1014 -0.6773 0.8791 0.1 0.1 0.0
C -5.4451 -0.7613 1.1923 0.0 0.0 0.0
C -6.0752 0.2388 1.9265 -0.1 0.0 0.0
C -5.3254 1.3320 2.3509 -0.1 0.0 0.0
C -3.9791 1.4278 2.0523 0.1 0.0 -0.2
H -3.6094 -1.4515 0.3006 0.0 0.0 0.0
H -6.0221 -1.6168 0.8563 0.0 0.0 0.0
H -7.1301 0.1662 2.1630 0.0 0.0 0.0
H -5.8045 2.1110 2.9359 0.0 0.0 0.0
H -3.3922 2.2789 2.3797 0.0 0.0 0.0
```
Forces are in eV/Å.

Energy relative to the best compared isomer or geometry (same formula, charge and spin)   9.3 kcal/mol
Gap between HOMO and LUMO   6.46 eV
Net charge   -1
LUMO energy   2.5 eV
HOMO energy   -3.9632 eV

=====

Q: Which value of energy relative to the best compared isomer or geometry (same formula, charge and spin) does entry 2 give?
A: 21.4 kcal/mol